Record 1
DFT (ωB97M-V with the def2-TZVPD basis set) results for a structure of composition C42H54F6N4O3PbSSbSi3.

Its charge is +1. The frontier orbital gap (alpha / beta) is 5.71 / 6.00 eV. The calculation puts the energy at -4376.41501 Ha. For the HOMO energy (alpha / beta), the calculation gives -10.044 / -10.123 eV.

Each line ends with the Löwdin charge.
Element x y z (Å)
Pb1 0.3071 0.2218 -0.2243  1.542
C1 -4.5665 -1.3695 -1.5705  -0.248
Sb1 -2.8949 -0.1286 -1.0432  1.614
C2 -1.4416 -1.7433 -0.8156  -0.432
C3 -1.6734 -2.7084 0.2898  -0.452
C4 -2.5505 -3.7853 0.1281  -0.091
C5 -2.6489 -4.7304 1.1326  -0.054
C6 -1.8813 -4.5754 2.2766  -0.047
C7 -1.0384 -3.4789 2.3507  -0.129
N1 -0.9220 -2.5659 1.3866  0.097
Si1 -0.6439 -2.5989 -2.3453  0.444
C8 -1.9178 -2.7067 -3.7151  -0.167
C9 0.8957 -1.7478 -2.9445  -0.178
C10 -0.0791 -4.3164 -1.8582  -0.146
C11 -3.5869 0.8868 0.8274  -0.474
C12 -2.4602 1.1615 1.7954  -0.397
C13 -2.6447 2.0918 2.8247  -0.045
C14 -1.7506 2.1575 3.8713  -0.019
C15 -0.6605 1.2977 3.8864  -0.058
C16 -0.4661 0.5008 2.7822  -0.160
N2 -1.3207 0.4526 1.7486  -0.008
Si2 -4.4306 2.5281 0.1963  0.458
C17 -5.6788 3.2797 1.3828  -0.171
C18 -3.0871 3.7900 -0.0303  -0.150
C19 -5.4543 2.1191 -1.3212  -0.182
Si3 -4.9110 -0.1458 1.8358  0.477
C20 -6.5498 -0.3175 0.9465  -0.163
C21 -5.3012 0.6280 3.4996  -0.155
C22 -4.2507 -1.8200 2.2944  -0.155
H1 -4.2420 -2.0088 -2.3881  -0.002
H2 -5.3885 -0.7411 -1.9046  0.009
H3 -4.8651 -1.9703 -0.7136  0.005
H4 -3.1225 -3.8907 -0.7852  0.117
H5 -3.3144 -5.5767 1.0218  0.120
H6 -1.9239 -5.2900 3.0862  0.110
H7 -0.4107 -3.3271 3.2226  0.115
H8 -2.4130 -1.7533 -3.9072  0.003
H9 -2.6818 -3.4568 -3.4992  0.037
H10 -1.4219 -3.0045 -4.6419  0.049
H11 0.7387 -0.7120 -3.2195  -0.006
H12 1.2579 -2.2800 -3.8280  0.059
H13 1.6946 -1.7948 -2.1980  0.031
H14 -0.7988 -4.9026 -1.2921  0.026
H15 0.8469 -4.2608 -1.2816  0.031
H16 0.1483 -4.8683 -2.7744  0.050
H17 -3.5193 2.7222 2.8227  0.087
H18 -1.9134 2.8587 4.6797  0.124
H19 0.0442 1.2796 4.7056  0.117
H20 0.4137 -0.1286 2.6969  0.100
H21 -5.2292 3.7249 2.2708  0.033
H22 -6.4828 2.6159 1.6970  0.020
H23 -6.1435 4.0990 0.8254  0.051
H24 -2.9575 4.3462 0.9004  0.048
H25 -3.3545 4.5081 -0.8067  0.049
H26 -2.1198 3.3616 -0.2895  0.009
H27 -6.3358 1.5436 -1.0301  0.028
H28 -4.9445 1.5846 -2.1229  -0.008
H29 -5.8070 3.0576 -1.7550  0.053
H30 -7.1104 0.6174 0.9376  0.029
H31 -7.1381 -1.0373 1.5219  0.050
H32 -6.4963 -0.6868 -0.0761  0.006
H33 -5.6336 1.6643 3.4784  0.022
H34 -4.4683 0.5418 4.1957  0.039
H35 -6.1235 0.0299 3.9046  0.051
H36 -4.0765 -2.4862 1.4553  0.003
H37 -4.9764 -2.3012 2.9548  0.055
H38 -3.3142 -1.7172 2.8468  0.041
C23 3.2265 6.7454 4.7998  -0.042
C24 2.8543 5.8020 3.6909  -0.259
C25 3.2280 6.0580 2.3767  -0.021
C26 2.8709 5.1970 1.3484  -0.043
C27 2.1261 4.0673 1.6448  -0.288
C28 1.7431 3.7875 2.9495  -0.044
C29 2.1096 4.6527 3.9622  -0.027
S1 1.6718 2.9739 0.3408  0.563
O1 0.2114 2.8937 0.2739  -0.381
O2 2.3724 3.4075 -0.8341  -0.274
N3 2.0410 1.4795 0.7946  -0.253
C30 3.3417 0.9818 0.8234  -0.264
C31 4.4975 1.7238 0.8561  0.001
C32 5.7574 1.0994 0.9681  -0.053
C33 5.8762 -0.2565 1.0498  -0.035
C34 4.7110 -1.0573 0.9957  -0.149
C35 4.7426 -2.4671 1.0636  0.009
C36 3.5820 -3.1831 0.9885  -0.036
C37 2.3731 -2.4875 0.8195  -0.136
N4 2.3021 -1.1771 0.7552  0.015
C38 3.4486 -0.4435 0.8629  -0.165
H39 4.0211 7.4233 4.4933  0.079
H40 3.5595 6.2016 5.6837  0.083
H41 2.3656 7.3502 5.0913  0.089
H42 3.8102 6.9428 2.1515  0.119
H43 3.1624 5.3911 0.3254  0.118
H44 1.1734 2.8943 3.1580  0.084
H45 1.8222 4.4362 4.9847  0.117
H46 4.4462 2.8018 0.7994  0.105
H47 6.6429 1.7205 0.9944  0.113
H48 6.8435 -0.7311 1.1473  0.116
H49 5.6970 -2.9673 1.1750  0.125
H50 3.5779 -4.2626 1.0440  0.110
H51 1.4335 -3.0211 0.7342  0.084
C39 -1.5109 0.7983 -4.5367  0.014
C40 -0.9744 1.6891 -3.4124  -0.422
O3 -1.0238 1.0266 -2.1954  -0.434
C41 -1.8121 2.9827 -3.3911  -0.558
F1 -1.4548 3.8428 -2.4421  0.163
F2 -3.1144 2.6713 -3.1773  0.116
F3 -1.7418 3.6160 -4.5742  0.170
C42 0.5183 2.0979 -3.7297  -0.533
F4 0.8091 1.8863 -5.0254  0.155
F5 0.7938 3.3705 -3.4696  0.180
F6 1.3797 1.3503 -3.0083  0.106
H52 -2.5197 0.4858 -4.2661  0.082
H53 -0.8816 -0.0843 -4.6302  0.083
H54 -1.5431 1.3063 -5.4971  0.104


Record 2
DFT (ωB97M-V with the def2-TZVPD basis set) results for a cluster of 2 separate species, C8H16N in total in a non-equilibrium geometry.

Its charge is +1. The frontier orbital gap is 11.14 eV. The calculation puts the energy at -368.78752 Ha. For the HOMO energy, the calculation gives -13.831 eV. The calculation puts the energy above the lowest of the compared OMol25 structures with the same formula, charge and spin at 93.5 kcal/mol.

Each line ends with the Löwdin charge.
Element x y z (Å)
C1 -0.9728 -1.8811 -1.4100  -0.055
C2 1.7519 -0.6677 1.5767  0.118
C3 -1.7680 -1.3198 -0.3032  -0.089
C4 2.6180 -0.1434 0.9385  -0.174
C5 3.6613 0.6089 0.3238  -0.072
C6 -2.4366 0.4485 1.2813  -0.027
C7 -0.1101 1.3487 -1.2110  -0.002
C8 -1.5804 -0.2010 0.3379  -0.291
N1 -0.3400 0.7137 0.1060  0.027
H1 -0.6974 -2.8793 -1.2647  0.058
H2 -0.0220 -1.2660 -1.8155  0.113
H3 -1.6919 -1.8416 -2.2944  0.119
H4 1.0030 -1.1253 1.9985  0.002
H5 -2.7087 -1.7245 -0.0327  0.124
H6 4.5809 -0.0265 0.2321  0.116
H7 3.9009 1.4063 1.1323  0.140
H8 3.4215 0.9426 -0.6019  0.036
H9 -2.8883 1.2531 0.7582  0.101
H10 -3.1977 -0.2400 1.5754  0.102
H11 -1.8805 0.7299 2.1586  0.103
H12 0.5307 2.2665 -1.2216  0.123
H13 0.1523 0.5065 -1.8459  0.061
H14 -1.1489 1.5951 -1.5747  0.127
H15 0.4296 0.0367 0.4383  0.103
H16 -0.6068 1.4597 0.7180  0.134


Record 3
DFT (ωB97M-V with the def2-TZVPD basis set) results for the molecule C19H22N2O6S in a non-equilibrium geometry.

The frontier orbital gap is 8.20 eV. The calculation puts the energy at -1696.35196 Ha. As for the SMILES: CCOc1cccc(SCc2noc(C(=O)NC[C@@H]3CCCO3)c2C(=O)O)c1. For the HOMO energy, the calculation gives -8.417 eV. The calculation puts the energy above the lowest of the compared OMol25 structures with the same formula, charge and spin at 25.0 kcal/mol.

Each line ends with the Löwdin charge.
Element x y z (Å)
C1 0.0344 -3.7012 0.5224  -0.058
C2 -0.1799 -3.4445 -0.9658  -0.235
O1 -0.5265 -2.1014 -1.2523  -0.047
C3 -1.8049 -1.6767 -1.0593  -0.266
C4 -2.8624 -2.4466 -0.5862  -0.013
C5 -4.1174 -1.8812 -0.4324  -0.063
C6 -4.3430 -0.5498 -0.7231  -0.112
C7 -3.2880 0.2154 -1.1907  -0.539
S1 -3.5121 1.9637 -1.4870  0.941
C8 -3.0080 2.5713 0.1825  -0.355
C9 -1.6044 2.1942 0.4232  -0.297
N1 -0.6114 2.9126 -0.0285  0.143
O2 0.5360 2.2624 0.2437  0.024
C10 0.2613 1.1083 0.8809  -0.087
C11 1.3926 0.2211 1.2140  -0.364
O3 1.2270 -0.8584 1.7794  0.055
N2 2.5902 0.6949 0.8644  0.113
C12 3.8091 -0.0624 1.0011  -0.102
C13 4.4638 -0.2435 -0.3778  -0.312
C14 5.7995 -1.0056 -0.2917  -0.123
C15 6.7572 -0.1326 -1.1049  -0.148
C16 6.1343 1.2498 -0.9255  -0.196
O4 4.7379 1.0288 -0.9477  -0.105
C17 -1.1067 0.9967 1.0439  0.011
C18 -1.9471 -0.0221 1.7381  -0.483
O5 -3.1265 0.1635 1.9079  0.117
O6 -1.3499 -1.1148 2.1684  0.130
C19 -2.0366 -0.3371 -1.3789  -0.039
H1 0.8035 -3.0368 0.9075  0.059
H2 -0.8772 -3.5238 1.0867  0.066
H3 0.3488 -4.7307 0.6712  0.079
H4 0.7578 -3.5992 -1.5085  0.122
H5 -0.9312 -4.1282 -1.3793  0.117
H6 -2.7243 -3.4839 -0.3276  0.108
H7 -4.9262 -2.4909 -0.0598  0.111
H8 -5.3124 -0.1021 -0.5783  0.107
H9 -3.6717 2.1223 0.9181  0.079
H10 -3.1206 3.6514 0.1292  0.084
H11 2.6595 1.5518 0.3319  0.151
H12 3.5610 -1.0288 1.4438  0.134
H13 4.4947 0.4790 1.6613  0.138
H14 3.7477 -0.7418 -1.0428  0.156
H15 5.7155 -2.0146 -0.6869  0.115
H16 6.1266 -1.0655 0.7470  0.115
H17 7.7825 -0.1792 -0.7476  0.112
H18 6.7309 -0.4158 -2.1570  0.115
H19 6.3698 1.9492 -1.7277  0.124
H20 6.4371 1.6904 0.0358  0.124
H21 -0.3591 -1.1286 2.0369  0.067
H22 -1.2249 0.2516 -1.7789  0.126


Record 4
DFT (ωB97M-V with the def2-TZVPD basis set) results for a cluster of 4 separate species, C2H12O3S2 in total.

The frontier orbital gap is 9.67 eV. The calculation puts the energy at -1105.48557 Ha. As for the SMILES: CSSC.O.O.O. For the HOMO energy, the calculation gives -9.324 eV. The calculation puts the energy above the lowest of the compared OMol25 structures with the same formula, charge and spin at 10.0 kcal/mol.

Each line ends with the Löwdin charge.
Element x y z (Å)
C1 0.6582 1.7765 -0.7615  -0.440
S1 -0.7735 0.9879 -1.5550  0.455
S2 -0.3759 -1.0029 -1.3539  0.443
C2 0.8559 -1.2553 -2.6337  -0.467
H1 0.9537 1.2235 0.1245  0.015
H2 1.4749 1.8549 -1.4617  0.026
H3 0.3370 2.7682 -0.4749  0.030
H4 1.7826 -0.7329 -2.4095  0.032
H5 1.1613 -2.2968 -2.6424  0.033
H6 0.4678 -0.9387 -3.5939  0.033
O1 2.4262 0.3260 3.6072  -0.072
H7 1.6846 0.0455 3.0535  -0.019
H8 2.0943 1.0741 4.1110  0.028
O2 0.0488 -0.1988 1.9758  -0.077
H9 -0.4836 -0.8387 2.4670  0.060
H10 -0.1704 -0.3866 1.0482  -0.051
O3 -4.3099 -0.9068 -0.1299  -0.065
H11 -4.4862 -0.6954 0.7942  0.034
H12 -3.3459 -0.8038 -0.1650  0.003


Record 5
DFT (ωB97M-V with the def2-TZVPD basis set) results for a cluster of 8 separate species, C20H54F6O19PS7 in total in a non-equilibrium geometry.

Its charge is -1. The frontier orbital gap is 8.70 eV. The calculation puts the energy at -5952.08362 Ha. For the HOMO energy, the calculation gives -6.917 eV. The calculation puts the energy above the lowest of the compared OMol25 structures with the same formula, charge and spin at 1.3 kcal/mol.

Each line ends with the Löwdin charge.
Element x y z (Å)
P1 -1.4656 -0.1162 1.3563  0.200
F1 -1.8211 1.4233 0.9226  -0.178
F2 0.0955 0.2283 1.0034  -0.182
F3 -1.2033 0.3589 2.8840  -0.161
F4 -1.1003 -1.6384 1.7171  -0.138
F5 -3.0327 -0.2333 1.7763  -0.160
F6 -1.7599 -0.6706 -0.1322  -0.150
O1 -5.3753 3.5664 -2.1480  -0.290
S1 -5.1213 2.2783 -2.7532  0.637
O2 -6.1223 1.7101 -3.6246  -0.294
O3 -3.7007 2.4015 -3.5619  -0.267
C1 -3.5622 1.6921 -4.7878  -0.284
C2 -3.8020 2.6224 -5.9806  -0.065
C3 -4.5584 1.0320 -1.5498  -0.088
H1 -4.2713 0.8598 -4.7932  0.107
H2 -2.5854 1.2195 -4.8921  0.111
H3 -4.7237 3.1990 -5.8823  0.075
H4 -3.9283 2.0787 -6.9164  0.077
H5 -2.9813 3.3396 -5.9944  0.076
H6 -3.9264 0.2652 -1.9867  0.041
H7 -5.4766 0.6040 -1.1513  0.075
H8 -4.0054 1.5408 -0.7621  0.052
O4 2.8200 2.0568 2.7133  -0.286
S2 1.8777 3.1478 2.7866  0.624
O5 1.3245 3.5003 4.0666  -0.284
O6 2.4982 4.5069 2.1083  -0.269
C4 3.6296 4.4201 1.2115  -0.258
C5 3.3058 3.7819 -0.1101  -0.089
C6 0.5059 2.9285 1.6472  -0.104
H9 4.3844 3.7933 1.6980  0.114
H10 3.9137 5.4687 1.1587  0.124
H11 4.1304 3.8027 -0.8190  0.087
H12 2.4191 4.3057 -0.4831  0.093
H13 3.0313 2.7315 0.0021  0.047
H14 -0.0954 2.0729 1.9574  0.024
H15 0.9710 2.7631 0.6808  0.041
H16 -0.1296 3.8083 1.6800  0.087
O7 2.6149 -0.9484 -5.5222  -0.285
S3 3.1735 0.3121 -5.1092  0.628
O8 3.3749 1.3332 -6.1181  -0.293
O9 2.3303 0.9202 -3.8573  -0.268
C7 2.2366 0.1289 -2.6380  -0.257
C8 1.5390 1.0275 -1.6497  -0.057
C9 4.7872 0.0032 -4.2981  -0.110
H17 3.2518 -0.0864 -2.2978  0.106
H18 1.7248 -0.8305 -2.6899  0.087
H19 0.4514 1.0025 -1.7288  0.089
H20 1.9341 2.0404 -1.7513  0.068
H21 1.6838 0.7855 -0.5949  0.065
H22 5.5607 0.1144 -5.0517  0.065
H23 4.7333 -0.9883 -3.8595  0.065
H24 4.9368 0.7657 -3.5366  0.064
O10 -4.2443 -2.0055 -3.1389  -0.306
S4 -3.5241 -3.2522 -3.0164  0.642
O11 -3.9437 -4.4874 -3.6350  -0.289
O12 -1.9949 -3.0301 -3.5260  -0.248
C10 -1.3234 -1.8586 -3.0583  -0.284
C11 -0.5310 -1.3148 -4.2237  -0.050
C12 -3.1785 -3.5419 -1.2347  -0.079
H25 -0.7409 -2.0344 -2.1512  0.096
H26 -2.0573 -1.1355 -2.6859  0.090
H27 -1.1877 -0.9957 -5.0337  0.081
H28 0.1941 -2.0246 -4.6239  0.083
H29 0.0962 -0.4512 -3.9982  0.054
H30 -2.7697 -2.6187 -0.8272  0.041
H31 -2.3642 -4.2642 -1.2432  0.058
H32 -4.0867 -3.8660 -0.7403  0.071
O13 1.5956 -3.1006 -1.7790  -0.287
S5 1.4017 -3.8790 -0.5800  0.623
O14 0.1888 -4.6013 -0.2758  -0.276
O15 2.6147 -4.9334 -0.5416  -0.250
C13 2.8027 -5.6953 0.6662  -0.275
C14 3.5831 -6.9691 0.4424  -0.060
C15 1.7840 -2.7563 0.7662  -0.121
H33 1.8250 -6.0119 1.0479  0.114
H34 3.1354 -5.0203 1.4555  0.115
H35 4.6537 -6.7807 0.5576  0.075
H36 3.4739 -7.2580 -0.6043  0.085
H37 3.2961 -7.7775 1.1061  0.078
H38 1.6481 -3.2003 1.7499  0.064
H39 1.1329 -1.8799 0.7625  0.041
H40 2.7650 -2.2924 0.6697  0.085
O16 3.3262 -2.3085 3.8532  -0.306
S6 2.4421 -1.6066 4.7713  0.625
O17 1.6952 -2.3082 5.7859  -0.286
O18 3.2833 -0.4035 5.4310  -0.262
C16 2.8497 0.1698 6.6605  -0.280
C17 3.3495 1.5898 6.6463  -0.063
C18 1.3143 -0.6720 3.7334  -0.128
H41 3.2900 -0.3988 7.4843  0.120
H42 1.7652 0.1384 6.7865  0.120
H43 3.0699 2.0044 5.6743  0.060
H44 4.4395 1.6422 6.6798  0.080
H45 2.9736 2.2894 7.3905  0.082
H46 0.8549 0.1618 4.2551  0.071
H47 0.5904 -1.4034 3.3849  0.053
H48 1.8810 -0.2788 2.8930  0.052
C19 -5.3496 2.6628 2.3581  -0.276
S7 -4.7626 3.3597 3.9183  0.826
O19 -5.8817 3.0634 4.8733  -0.590
C20 -3.5412 2.0146 4.1751  -0.258
H49 -5.6161 1.6120 2.4355  0.058
H50 -4.5934 2.8181 1.5833  0.045
H51 -6.2182 3.2313 2.0234  0.049
H52 -4.0724 1.0704 4.0869  0.052
H53 -3.0001 2.0700 5.1162  0.052
H54 -2.8260 2.0884 3.3548  0.022